No. 1
# C3H3N3O

A single C3H3N3O molecule (ωB97M-V with the def2-TZVPD basis set, OMol25).

Output
ΔE to the lowest compared entry with this formula, charge and spin = 121.77 kcal per mole
Energy = -9672.1736 eV
SMILES = [H]/N=N\[C@@H]1OC1=C=N
HOMO-LUMO gap = 9.40 eV
Molar mass = 97.077 g mol⁻¹
Max |F| = 0.570 eV Å⁻¹
LUMO level = 0.007 hartree

Geometry as XYZ:
```
10
Properties=species:S:1:pos:R:3:lowdin_charge:R:1
N 2.432 -1.046 0.927 0.1484
C 1.309 -0.632 0.627 -0.0966
N -0.839 1.152 -1.898 0.0942
N -1.629 0.953 -0.973 -0.0080
O -0.844 0.422 1.259 0.0669
C -1.271 -0.065 -0.002 -0.2764
C 0.078 -0.265 0.461 -0.2138
H 3.186 -0.388 0.721 0.0754
H -2.010 -0.865 0.035 0.1498
H 0.002 0.541 -1.800 0.0601
```

---

No. 2
# C36H55N16O2

A 16-piece molecular cluster, C36H55N16O2 overall at a distorted geometry (ωB97M-V with the def2-TZVPD basis set, OMol25).

Output
Total charge = -1
Energy = -66154.4898 eV
HOMO-LUMO gap = 5.05 eV
Molar mass = 743.946 g mol⁻¹
Max |F| = 2.662 eV Å⁻¹
LUMO level = 0.064 hartree

Geometry as XYZ:
```
109
Properties=species:S:1:pos:R:3:lowdin_charge:R:1
C 0.332 -0.404 1.150 -0.0600
C 0.728 -1.713 1.427 -0.1178
C -0.229 -2.920 1.337 -0.2818
N -1.316 -2.865 2.316 -0.0213
C -2.419 -1.993 1.909 -0.3050
C -3.211 -2.500 0.668 -0.1075
C 0.600 -4.252 1.628 -0.7032
O 1.842 -4.262 1.646 -0.0846
O -0.065 -5.310 1.839 -0.1222
H -0.157 -0.117 0.201 0.0395
H 0.462 0.355 1.943 0.0196
H 1.797 -1.839 1.678 0.0557
H -0.556 -3.014 0.280 0.1354
H -0.910 -2.500 3.179 0.1156
H -2.143 -0.924 1.734 0.0764
H -3.143 -1.986 2.763 0.0844
H -3.797 -1.625 0.290 0.0694
H -3.947 -3.285 0.946 0.0609
H -2.591 -2.842 -0.177 0.0355
C 5.409 -0.023 1.577 -0.0857
C 4.075 -0.092 2.162 -0.2502
N 3.024 -0.144 2.622 0.1686
H 6.051 -0.815 1.956 0.0579
H 5.375 -0.119 0.491 0.0878
H 5.895 0.926 1.805 0.0318
C -3.654 -6.197 -1.104 -0.0788
C -3.703 -4.913 -1.789 -0.2885
N -3.741 -3.899 -2.332 0.1248
H -3.742 -6.079 -0.023 0.0846
H -4.461 -6.854 -1.429 0.0765
H -2.717 -6.714 -1.297 0.0378
C -0.905 -6.576 -4.786 -0.0907
C -1.497 -7.421 -3.758 -0.2524
N -1.964 -8.087 -2.947 0.1333
H -1.451 -5.639 -4.896 0.0763
H 0.128 -6.323 -4.554 0.0587
H -0.911 -7.080 -5.756 0.0151
C -0.917 3.268 2.254 -0.1020
C -1.470 2.916 0.953 -0.2922
N -1.906 2.636 -0.072 0.1244
H -1.421 2.728 3.058 0.0633
H 0.144 3.029 2.315 0.0760
H -1.021 4.333 2.457 0.0292
C 6.003 4.115 2.219 -0.0855
C 7.041 3.439 1.451 -0.2865
N 7.851 2.896 0.844 0.1187
H 5.056 3.577 2.168 0.0865
H 6.277 4.194 3.280 0.0137
H 5.824 5.124 1.846 0.0859
C -1.227 -10.831 -5.803 -0.0535
C -1.282 -9.567 -6.526 -0.2339
N -1.328 -8.567 -7.086 0.1473
H -1.301 -10.673 -4.726 0.0812
H -2.043 -11.491 -6.096 0.0837
H -0.292 -11.357 -5.995 0.0853
C -0.522 6.759 -0.628 -0.0845
C 0.295 6.091 0.376 -0.2629
N 0.937 5.567 1.170 0.1455
H -1.151 7.525 -0.181 0.0015
H 0.095 7.245 -1.385 0.0796
H -1.178 6.057 -1.144 0.0846
C -0.406 -2.814 -6.974 -0.0826
C 0.453 -3.771 -6.286 -0.2592
N 1.129 -4.523 -5.742 0.1425
H -0.318 -2.906 -8.056 0.0597
H -1.454 -2.964 -6.719 0.0723
H -0.150 -1.788 -6.711 0.0839
C 5.326 1.445 5.301 -0.0437
C 5.521 2.885 5.181 -0.2436
N 5.675 4.019 5.080 0.1289
H 5.311 0.963 4.323 0.0530
H 6.125 0.984 5.881 0.0859
H 4.382 1.212 5.794 0.0911
C -3.011 -6.155 -8.916 -0.0731
C -2.764 -4.732 -9.112 -0.2662
N -2.570 -3.610 -9.265 0.1318
H -3.083 -6.681 -9.869 0.0816
H -2.210 -6.624 -8.343 0.0386
H -3.943 -6.325 -8.376 0.0852
C -2.528 8.326 3.160 -0.0838
C -3.050 8.004 1.839 -0.2890
N -3.469 7.742 0.803 0.1363
H -3.024 7.743 3.934 0.0551
H -1.460 8.117 3.230 0.0735
H -2.672 9.379 3.401 0.0810
C -3.559 4.614 4.896 -0.0613
C -2.266 5.284 4.827 -0.2863
N -1.248 5.813 4.769 0.1567
H -4.189 4.876 4.044 0.0850
H -3.445 3.529 4.895 0.0703
H -4.101 4.887 5.802 0.0804
C -2.157 11.019 -1.266 -0.0648
C -1.338 10.345 -0.267 -0.2656
N -0.693 9.812 0.518 0.1573
H -2.791 11.781 -0.812 0.0818
H -1.540 11.511 -2.018 0.0814
H -2.809 10.315 -1.784 0.0848
C -6.091 -0.363 3.848 -0.0693
C -4.752 0.205 3.753 -0.2722
N -3.699 0.653 3.676 0.1530
H -6.699 -0.092 2.984 0.0822
H -6.057 -1.451 3.896 0.0842
H -6.611 -0.010 4.739 0.0767
C 10.653 0.091 1.893 -0.0710
C 9.319 0.001 2.470 -0.2605
N 8.267 -0.057 2.923 0.1513
H 11.304 -0.698 2.270 0.0791
H 10.622 0.000 0.807 0.0838
H 11.123 1.046 2.129 0.0819
```

---

No. 3
# C9H9NO3P

A 2-piece molecular cluster, C9H9NO3P overall at a distorted geometry (ωB97M-V with the def2-TZVPD basis set, OMol25).

Output
ΔE to the lowest compared entry with this formula, charge and spin = 46.34 kcal per mole
Total charge = -1
Energy = -26399.0150 eV
HOMO-LUMO gap (alpha / beta) = 6.22 / 6.22 eV
Molar mass = 210.149 g mol⁻¹
Max |F| = 3.611 eV Å⁻¹
LUMO level (alpha / beta) = 0.129 / 0.129 hartree

Geometry as XYZ:
```
23
Properties=species:S:1:pos:R:3:lowdin_charge:R:1
C 2.813 -0.909 0.368 -0.1270
C 1.862 -1.432 -0.510 -0.1257
C 2.625 0.385 0.740 -0.1159
C 1.032 -0.600 -1.228 -0.1359
C 1.691 1.198 0.122 -0.1459
C 0.868 0.742 -0.827 -0.4511
C -1.767 -0.134 0.734 -0.0650
C -1.430 1.038 1.400 -0.6573
C -2.596 -1.871 -0.586 -0.2072
N -2.341 -1.245 0.637 -0.0379
O -0.416 1.282 2.078 -0.0227
O -2.342 2.017 1.096 -0.0214
O -0.483 3.094 -0.872 -0.5378
P -0.607 1.699 -1.402 0.8384
H 3.715 -1.550 0.688 0.1212
H 2.101 -2.480 -0.759 0.0935
H 3.435 0.747 1.346 0.0907
H 0.390 -1.110 -1.950 0.0900
H 1.650 2.294 0.378 0.1219
H -2.328 -1.345 -1.499 0.0520
H -3.669 -1.749 -0.620 0.0651
H -2.282 -2.901 -0.782 0.0679
H -1.923 2.831 1.450 0.1101
```

---

No. 4
# C4H11N3O2

A 2-piece molecular cluster, C4H11N3O2 overall at a distorted geometry (ωB97M-V with the def2-TZVPD basis set, OMol25).

Output
ΔE to the lowest compared entry with this formula, charge and spin = 20.56 kcal per mole
Energy = -12891.9385 eV
SMILES = CN=C(N)N.CC(=O)O
HOMO-LUMO gap = 9.46 eV
Molar mass = 133.151 g mol⁻¹
Max |F| = 1.751 eV Å⁻¹
LUMO level = 0.021 hartree

Geometry as XYZ:
```
20
Properties=species:S:1:pos:R:3:lowdin_charge:R:1
C -1.997 -1.182 -2.092 0.0239
C -2.205 -1.313 -0.607 -0.5888
O -2.330 -0.128 -0.011 0.0771
O -2.120 -2.344 0.021 0.0679
H -2.799 -1.644 -2.664 0.0902
H -1.083 -1.731 -2.291 0.0932
H -1.937 -0.120 -2.307 0.0845
C 2.728 1.755 0.257 -0.1598
C 1.072 0.185 0.691 -0.5572
N 0.739 -1.066 1.206 0.1220
N 2.274 0.369 0.317 0.0031
N 0.068 1.123 0.956 0.1142
H 1.488 -1.736 1.164 0.0892
H -0.156 -1.482 0.989 0.0522
H -2.403 -0.104 0.952 0.1207
H 0.375 2.086 0.941 0.0720
H -0.305 0.964 1.882 0.0921
H 2.898 2.140 1.263 0.0768
H 2.068 2.429 -0.301 0.0627
H 3.624 1.799 -0.365 0.0641
```

---

No. 5
# C3H2BrF3N2

A 2-piece molecular cluster, C3H2BrF3N2 overall at a distorted geometry (ωB97M-V with the def2-TZVPD basis set, OMol25).

Output
ΔE to the lowest compared entry with this formula, charge and spin = 75.96 kcal per mole
Energy = -84310.1442 eV
HOMO-LUMO gap (alpha / beta) = 7.76 / 7.76 eV
Molar mass = 202.961 g mol⁻¹
Max |F| = 3.813 eV Å⁻¹
LUMO level (alpha / beta) = -0.082 / -0.082 hartree

Geometry as XYZ:
```
11
Properties=species:S:1:pos:R:3:lowdin_charge:R:1
C 0.237 0.484 0.919 -0.0805
C -1.072 0.273 0.741 0.0090
C 1.005 0.097 -0.200 -0.6806
N -1.236 -0.294 -0.551 0.0718
N 0.010 -0.336 -1.057 -0.1074
F 1.364 -1.558 1.210 -0.4561
F -1.907 0.801 -1.414 -0.0712
F 0.152 -1.011 -2.215 0.1099
Br 2.713 0.410 -0.589 1.0076
H 0.613 0.806 1.789 0.0904
H -1.878 0.328 1.367 0.1071
```

---

No. 6
# C4H10NO

An isolated ion of composition C4H10NO and charge -1 at a distorted geometry (ωB97M-V with the def2-TZVPD basis set, OMol25).

Output
ΔE to the lowest compared entry with this formula, charge and spin = 14.66 kcal per mole
Total charge = -1
Energy = -7846.9005 eV
SMILES = C[C@@H](N)CC[O-]
HOMO-LUMO gap = 6.51 eV
Molar mass = 88.130 g mol⁻¹
Max |F| = 1.664 eV Å⁻¹
LUMO level = 0.157 hartree

Geometry as XYZ:
```
16
Properties=species:S:1:pos:R:3:lowdin_charge:R:1
C -0.170 -1.129 1.096 -0.0893
C -0.086 0.366 0.760 -0.4697
C 0.019 0.614 -0.748 -0.2060
C -0.535 -0.458 -1.734 -0.5771
O 0.270 -1.514 -1.867 -0.3526
N 0.995 1.041 1.509 0.0029
H -1.195 -1.469 1.257 0.0626
H 0.404 -1.285 2.003 0.0485
H 0.279 -1.768 0.335 0.0512
H -1.052 0.762 1.076 0.1128
H 1.093 0.518 -0.990 0.0932
H -0.143 1.670 -1.004 0.0852
H -0.687 0.094 -2.711 0.0659
H -1.625 -0.618 -1.475 0.0748
H 0.677 2.002 1.645 0.0492
H 1.757 1.174 0.848 0.0485
```